Entry 1:
2 unconnected molecules or ions with the total composition C6H15NO, computed with ωB97M-V/def2-TZVPD.

Results
- Kohn-Sham gap (Ha) = 0.31835
- total charge = 0
- SMILES string = CCN1CCCC1.O
- HOMO (eV) = -8.069
- ΔE to the lowest compared entry with this formula, charge and spin (kJ/mol) = 270.4

Element x y z (Å)
C1 2.49 0.90 -0.27
C2 1.48 -0.37 -0.36
N1 0.52 -0.29 0.78
C3 -0.36 -1.55 0.68
C4 -1.78 -1.12 1.21
C5 -1.84 0.38 0.70
C6 -0.37 0.84 0.67
H1 2.85 1.10 0.78
H2 2.05 1.88 -0.40
H3 3.23 0.79 -1.11
H4 0.95 -0.41 -1.31
H5 2.13 -1.25 -0.07
H6 0.16 -2.24 1.47
H7 -0.35 -1.87 -0.40
H8 -1.82 -1.21 2.33
H9 -2.61 -1.84 0.98
H10 -2.44 1.02 1.45
H11 -2.24 0.34 -0.32
H12 -0.15 1.53 1.51
H13 -0.03 1.42 -0.20
O1 -0.55 0.75 -2.40
H14 -0.89 -0.08 -2.64
H15 -0.45 1.29 -3.09

In the natural (NBO) picture, each atom carries the following charge in e: C -0.6387; C -0.2271; N -0.4512; C -0.2399; C -0.4287; C -0.4236; C -0.2485; H 0.2215; H 0.2010; H 0.2099; H 0.1913; H 0.1986; H 0.2156; H 0.1720; H 0.2040; H 0.2169; H 0.2175; H 0.2104; H 0.1792; H 0.2103; O -0.9335; H 0.4729; H 0.4702

=====

Entry 2:
A molecular structure, C38H44OP2W, computed with ωB97M-V/def2-TZVPD.

Results
- Kohn-Sham gap (spin up / spin down) (Ha) = 0.19939 / 0.19522
- <S²> = 2.092
- total charge = +2
- 2S+1 = 3
- HOMO (spin up / spin down) (eV) = -13.044 / -13.035
- ΔE to the lowest compared entry with this formula, charge and spin (kJ/mol) = 885.7

Element x y z (Å)
W1 4.26 -2.23 -0.85
C1 1.63 -0.28 1.31
C2 2.92 -0.47 1.61
C3 3.42 -1.50 2.55
C4 3.63 -2.85 1.79
C5 2.34 -3.49 1.25
C6 1.04 -3.07 1.24
C7 0.39 -2.24 2.28
C8 0.36 -0.75 1.91
C9 2.06 -3.02 -1.46
H1 1.49 0.43 0.54
H2 3.65 0.19 1.03
H3 2.61 -1.59 3.28
H4 4.33 -1.08 3.01
H5 4.49 -2.72 1.04
H6 4.16 -3.58 2.47
H7 2.50 -4.46 0.76
H8 0.39 -3.39 0.42
H9 0.80 -2.41 3.30
H10 -0.61 -2.71 2.38
H11 -0.34 -0.58 1.05
H12 0.07 -0.07 2.76
H13 1.13 -2.38 -1.50
H14 1.70 -4.03 -1.17
H15 2.46 -3.14 -2.53
P1 6.45 -2.76 -1.05
P2 5.17 -4.70 -1.12
C10 6.65 -3.47 0.62
C11 6.00 -4.68 0.58
C12 8.27 -2.90 -1.70
C13 9.36 -3.25 -0.87
C14 10.69 -3.16 -1.32
C15 10.97 -2.83 -2.65
C16 9.91 -2.68 -3.54
C17 8.58 -2.74 -3.08
C18 6.38 -1.03 -0.72
C19 5.13 -0.35 -1.12
C20 4.98 1.08 -0.85
C21 6.09 1.74 -0.32
C22 7.28 1.07 0.02
C23 7.45 -0.31 -0.20
C24 6.17 -6.22 -1.90
C25 7.52 -6.06 -2.26
C26 8.29 -7.16 -2.65
C27 7.77 -8.48 -2.64
C28 6.42 -8.63 -2.28
C29 5.61 -7.52 -1.93
C30 3.73 -5.82 -0.69
C31 2.77 -6.16 -1.68
C32 1.58 -6.82 -1.31
C33 1.36 -7.26 0.02
C34 2.39 -7.05 0.95
C35 3.59 -6.39 0.60
H16 7.12 -2.92 1.43
H17 6.05 -5.57 1.30
H18 9.19 -3.58 0.17
H19 11.47 -3.32 -0.59
H20 12.00 -2.69 -2.98
H21 10.12 -2.48 -4.59
H22 7.76 -2.66 -3.83
H23 4.63 -0.73 -2.22
H24 4.01 1.45 -1.16
H25 6.06 2.82 -0.12
H26 8.12 1.60 0.49
H27 8.41 -0.82 -0.04
H28 7.95 -5.04 -2.23
H29 9.32 -6.97 -2.95
H30 8.40 -9.31 -2.97
H31 5.98 -9.63 -2.25
H32 4.55 -7.74 -1.70
H33 2.91 -5.81 -2.72
H34 0.76 -6.93 -2.04
H35 0.37 -7.66 0.33
H36 2.27 -7.36 1.99
H37 4.34 -6.20 1.37
C36 1.24 1.51 -1.30
C37 1.23 -0.05 -1.63
C38 0.87 -0.23 -3.14
O1 2.57 -0.63 -1.30
H38 1.97 2.00 -1.96
H39 1.54 1.64 -0.23
H40 0.24 2.00 -1.46
H41 0.48 -0.60 -0.95
H42 1.51 0.46 -3.74
H43 0.96 -1.30 -3.41
H44 -0.21 0.03 -3.35

In the Löwdin picture, each atom carries the following charge in e: W 1.3062; C -0.1376; C -0.1282; C -0.1570; C -0.1783; C -0.1315; C -0.0893; C -0.1829; C -0.1400; C -0.1600; H 0.0177; H 0.1050; H 0.1160; H 0.1285; H 0.0086; H 0.1406; H 0.0501; H 0.1158; H 0.1200; H 0.1301; H 0.1212; H 0.1486; H 0.0241; H -0.0058; H 0.0316; P 0.7415; P 0.9484; C -0.2724; C -0.2139; C -0.3024; C -0.0919; C -0.0475; C -0.0379; C -0.0445; C -0.0824; C -0.4143; C -0.3074; C -0.0018; C -0.0132; C 0.0070; C -0.0409; C -0.2426; C -0.0953; C -0.0558; C -0.0316; C -0.0423; C -0.0674; C -0.4345; C -0.1343; C -0.0517; C -0.0420; C -0.0554; C -0.1108; H 0.1113; H 0.1303; H 0.1124; H 0.1227; H 0.1245; H 0.1223; H 0.1230; H 0.1809; H 0.1037; H 0.1329; H 0.1323; H 0.1181; H 0.0654; H 0.1133; H 0.1210; H 0.1183; H 0.1067; H 0.1290; H 0.1209; H 0.1304; H 0.1190; H 0.0803; C -0.0439; C -0.4365; C -0.0541; O -0.4225; H 0.0742; H 0.0642; H 0.1058; H 0.1211; H 0.0855; H 0.0657; H 0.1055

=====

Entry 3:
A molecular structure, C30H36As2HfN5O9S, computed with ωB97M-V/def2-TZVPD.

Results
- Kohn-Sham gap (Ha) = 0.28957
- total charge = +3
- HOMO (eV) = -16.639
- ΔE to the lowest compared entry with this formula, charge and spin (kJ/mol) = 0.0

Element x y z (Å)
Hf1 0.21 -0.15 -0.47
O1 -3.85 0.92 -0.31
C1 -2.80 0.36 -0.46
N1 -1.55 0.87 -0.11
C2 -1.58 2.32 0.07
C3 -0.32 2.92 -0.48
C4 -0.12 4.29 -0.51
C5 1.01 4.79 -1.13
C6 1.92 3.91 -1.71
C7 1.68 2.56 -1.61
N2 0.59 2.06 -0.98
C8 -2.71 -0.97 -1.15
C9 -3.85 -1.66 -1.50
C10 -3.70 -2.85 -2.20
C11 -2.43 -3.30 -2.51
C12 -1.34 -2.55 -2.12
N3 -1.47 -1.39 -1.46
H1 -1.73 2.62 1.12
H2 -2.43 2.74 -0.47
H3 -0.86 4.94 -0.07
H4 1.17 5.86 -1.18
H5 2.79 4.27 -2.24
H6 2.36 1.85 -2.05
H7 -4.81 -1.25 -1.24
H8 -4.57 -3.42 -2.50
H9 -2.27 -4.23 -3.04
H10 -0.33 -2.89 -2.32
C13 0.17 1.49 2.75
O2 1.03 0.64 1.94
C14 1.95 -0.11 2.69
O3 1.88 -0.18 3.87
C15 2.98 -0.76 1.84
C16 3.65 -1.83 2.25
As1 4.90 -2.85 1.11
C17 4.52 -4.62 1.84
C18 3.73 -2.88 -0.48
C19 3.17 -1.76 -0.96
As2 3.04 -0.11 0.04
C20 4.75 0.78 -0.17
C21 2.32 -1.70 -2.16
O4 1.27 -0.98 -2.17
O5 2.72 -2.34 -3.19
C22 1.97 -2.35 -4.45
C23 3.48 -4.20 -1.15
O6 2.38 -4.55 -1.47
O7 4.62 -4.85 -1.35
C24 4.55 -6.15 -2.00
C25 3.43 -2.45 3.61
O8 2.43 -3.06 3.89
O9 4.49 -2.29 4.36
C26 4.46 -2.86 5.71
H11 0.14 2.46 2.26
H12 0.59 1.59 3.74
H13 -0.82 1.04 2.81
H14 4.91 -4.66 2.85
H15 5.07 -5.35 1.24
H16 3.46 -4.86 1.84
H17 5.55 0.12 0.16
H18 4.74 1.68 0.43
H19 4.89 1.03 -1.22
H20 1.80 -3.40 -4.67
H21 2.63 -1.91 -5.19
H22 1.05 -1.79 -4.35
H23 5.42 -6.69 -1.65
H24 4.61 -6.00 -3.07
H25 3.63 -6.65 -1.73
H26 5.50 -3.02 5.97
H27 3.90 -3.79 5.71
H28 4.00 -2.13 6.37
S1 0.37 -2.33 0.93
C27 -0.78 -2.37 2.26
N4 -2.08 -2.24 2.05
C28 -3.08 -2.38 3.12
C29 -2.46 -1.95 4.43
C30 -1.15 -2.69 4.66
N5 -0.31 -2.57 3.46
H29 -2.40 -2.18 1.09
H30 -3.41 -3.43 3.16
H31 -3.94 -1.77 2.86
H32 -3.15 -2.16 5.25
H33 -2.28 -0.88 4.42
H34 -1.32 -3.75 4.86
H35 -0.60 -2.28 5.49
H36 0.70 -2.72 3.56

In the Löwdin picture, each atom carries the following charge in e: Hf 1.5527; O 0.1506; C -0.4611; N -0.1287; C -0.1403; C -0.2428; C 0.0265; C 0.0164; C -0.0092; C -0.1307; N -0.0408; C -0.2054; C 0.0467; C 0.0235; C 0.0083; C -0.1035; N -0.0467; H 0.1287; H 0.1468; H 0.1431; H 0.1374; H 0.1294; H 0.0933; H 0.1429; H 0.1373; H 0.1315; H 0.1079; C 0.0069; O -0.2445; C -0.5093; O 0.1776; C -0.3477; C -0.2743; As 1.3692; C -0.2456; C -0.2577; C -0.3206; As 1.2456; C -0.2072; C -0.4881; O -0.1570; O 0.0551; C 0.0739; C -0.5520; O 0.1314; O -0.0319; C 0.0325; C -0.5686; O 0.0967; O 0.0014; C 0.0382; H 0.0911; H 0.1087; H 0.0969; H 0.0452; H 0.0395; H 0.0549; H 0.0349; H 0.0513; H 0.0457; H 0.1175; H 0.1180; H 0.0941; H 0.1067; H 0.1077; H 0.1013; H 0.1080; H 0.1003; H 0.1101; S 0.7474; C -0.6702; N 0.0544; C -0.1215; C -0.1388; C -0.1105; N 0.0658; H 0.1097; H 0.1388; H 0.1343; H 0.1362; H 0.1212; H 0.1414; H 0.1388; H 0.0837

=====

Entry 4:
A molecular structure, C7H6As3CuF26O7Pt2, computed with ωB97M-V/def2-TZVPD.

Results
- Kohn-Sham gap (spin up / spin down) (Ha) = 0.31655 / 0.21603
- <S²> = 6.007
- total charge = 0
- 2S+1 = 5
- HOMO (spin up / spin down) (eV) = -12.198 / -12.196

Element x y z (Å)
Pt1 0.65 2.61 -1.20
Pt2 2.16 0.36 1.82
Cu1 -3.28 0.52 -1.35
As1 -2.72 3.88 0.54
F1 -2.18 2.65 1.64
F2 -1.85 5.02 1.66
F3 -3.20 5.16 -0.59
F4 -3.59 2.74 -0.42
F5 -4.20 4.12 1.54
F6 -1.20 3.63 -0.33
As2 -1.96 3.01 -4.04
F7 -0.66 2.94 -2.77
F8 -2.80 4.22 -2.99
F9 -3.24 3.16 -5.35
F10 -0.94 1.89 -5.12
F11 -2.72 1.53 -3.23
F12 -1.02 4.36 -4.83
As3 0.63 1.80 5.04
F13 0.48 2.56 6.69
F14 2.17 2.78 4.93
F15 1.04 0.98 3.45
F16 -0.95 0.94 5.08
F17 -0.23 3.22 4.21
F18 1.49 0.36 5.81
O1 3.30 -0.76 -2.27
C1 2.72 0.06 -1.36
O2 2.76 -0.29 -0.16
O3 2.19 1.10 -1.69
H1 3.41 -1.38 -1.55
O4 -2.04 -0.25 0.70
C2 -0.85 0.24 0.34
O5 0.15 -0.12 0.98
O6 -0.77 1.03 -0.64
H2 -1.76 -0.21 1.61
C3 0.13 -3.37 -0.14
C4 0.22 -3.31 -1.63
C5 -1.09 -3.04 -2.28
F19 -2.01 -4.01 -2.05
F20 -1.63 -1.81 -1.95
F21 1.03 -2.40 -2.08
F22 0.75 -4.48 -2.03
O7 1.32 -3.16 0.63
C6 2.39 -4.18 0.58
C7 3.51 -3.69 1.60
F23 3.15 -3.35 2.89
F24 4.43 -4.66 1.69
F25 1.87 -5.33 0.99
F26 2.96 -4.32 -0.61
H3 -0.40 -4.25 0.25
H4 -0.58 -2.63 0.23
H5 -1.04 -3.03 -3.37
H6 4.01 -2.84 1.13

In the natural (NBO) picture, each atom carries the following charge in e: Pt 1.5528; Pt 1.4934; Cu 0.9695; As 2.8224; F -0.6294; F -0.6060; F -0.5816; F -0.6539; F -0.6093; F -0.6655; As 2.7675; F -0.6615; F -0.5634; F -0.5766; F -0.5907; F -0.6745; F -0.5934; As 2.7473; F -0.5897; F -0.6038; F -0.6626; F -0.5833; F -0.5786; F -0.6020; O -0.6007; C 1.0036; O -0.7959; O -0.7519; H 0.4939; O -0.6828; C 1.0059; O -0.7765; O -0.7645; H 0.5345; C -0.1562; C 0.5843; C 0.5123; F -0.3177; F -0.3540; F -0.3027; F -0.3170; O -0.5358; C 0.8577; C 0.5129; F -0.3183; F -0.3120; F -0.3024; F -0.2995; H 0.2338; H 0.2194; H 0.1730; H 0.1294

=====

Entry 5:
A molecular structure, C43H108CuN7O15, computed with ωB97M-V/def2-TZVPD.

Results
- Kohn-Sham gap (Ha) = 0.28681
- total charge = 0
- HOMO (eV) = -7.188

Element x y z (Å)
Cu1 -10.00 23.74 -22.31
C1 -9.80 25.88 -19.70
O1 -9.72 24.58 -20.19
H1 -8.89 26.47 -19.89
H2 -10.68 26.38 -20.14
H3 -10.02 25.89 -18.62
C2 -12.69 27.90 -18.69
O2 -11.93 29.10 -18.62
C3 -11.57 29.30 -17.27
C4 -11.01 30.70 -17.07
N1 -11.11 31.14 -15.68
C5 -10.62 32.53 -15.55
C6 -11.01 33.12 -14.20
O3 -9.88 32.93 -13.35
C7 -9.85 33.81 -12.23
H4 -13.05 27.74 -19.70
H5 -13.55 27.98 -18.02
H6 -12.13 27.00 -18.42
H7 -10.84 28.51 -17.00
H8 -12.29 29.02 -16.49
H9 -11.72 31.29 -17.65
H10 -9.99 30.84 -17.44
H11 -10.51 30.54 -15.12
H12 -10.99 33.10 -16.40
H13 -9.53 32.48 -15.66
H14 -11.88 32.65 -13.72
H15 -11.24 34.19 -14.30
H16 -10.69 33.55 -11.59
H17 -9.82 34.87 -12.49
H18 -8.90 33.56 -11.76
C8 -8.66 20.58 -23.18
O4 -9.61 21.48 -22.61
C9 -10.70 20.78 -22.05
C10 -11.75 21.78 -21.47
N2 -12.12 22.78 -22.50
C11 -12.85 23.90 -21.90
C12 -14.34 23.63 -21.68
O5 -14.93 23.11 -22.87
C13 -16.30 22.83 -22.65
H19 -9.12 19.88 -23.88
H20 -8.11 20.09 -22.38
H21 -7.98 21.23 -23.74
H22 -10.33 20.17 -21.22
H23 -11.15 20.08 -22.76
H24 -11.38 22.23 -20.55
H25 -12.59 21.10 -21.29
H26 -12.83 22.26 -23.01
H27 -12.84 24.79 -22.54
H28 -12.42 24.16 -20.94
H29 -14.82 24.56 -21.36
H30 -14.50 22.82 -20.95
H31 -16.85 23.76 -22.46
H32 -16.36 22.13 -21.81
H33 -16.72 22.34 -23.52
C14 -4.97 23.00 -23.07
O6 -5.30 24.16 -23.81
C15 -5.81 25.23 -23.07
C16 -7.22 24.95 -22.47
N3 -8.14 24.42 -23.50
C17 -8.59 25.50 -24.41
C18 -9.48 26.54 -23.75
O7 -10.76 25.98 -23.63
C19 -11.72 26.90 -23.19
H34 -5.88 22.49 -22.75
H35 -4.44 23.35 -22.17
H36 -4.28 22.32 -23.57
H37 -5.87 26.09 -23.73
H38 -5.06 25.49 -22.30
H39 -7.44 25.79 -21.83
H40 -7.13 24.10 -21.78
H41 -7.54 23.80 -24.04
H42 -9.03 25.01 -25.28
H43 -7.68 25.97 -24.80
H44 -9.55 27.44 -24.38
H45 -9.07 26.91 -22.80
H46 -11.64 27.04 -22.10
H47 -12.74 26.53 -23.29
H48 -11.67 27.87 -23.69
C20 -7.00 25.89 -16.18
O8 -7.01 24.50 -15.92
C21 -7.66 23.75 -16.95
C22 -6.72 23.56 -18.16
N4 -7.44 23.14 -19.36
C23 -8.14 21.85 -19.27
C24 -7.29 20.63 -18.86
O9 -6.83 19.90 -20.00
C25 -5.59 20.39 -20.48
H49 -6.49 26.08 -17.12
H50 -6.35 26.35 -15.43
H51 -7.99 26.37 -16.17
H52 -8.62 24.20 -17.20
H53 -7.77 22.77 -16.48
H54 -5.91 22.88 -17.92
H55 -6.29 24.53 -18.43
H56 -8.20 23.77 -19.65
H57 -8.51 21.69 -20.29
H58 -8.98 21.87 -18.55
H59 -7.97 19.94 -18.37
H60 -6.53 20.84 -18.10
H61 -4.78 20.30 -19.75
H62 -5.70 21.42 -20.82
H63 -5.36 19.80 -21.37
C26 -16.74 33.24 -23.16
O10 -15.50 32.57 -23.09
C27 -14.58 33.07 -22.13
C28 -13.81 31.89 -21.55
N5 -12.71 31.49 -22.41
C29 -11.88 30.44 -21.87
C30 -10.49 30.50 -22.53
O11 -9.58 29.44 -22.21
C31 -9.33 29.38 -20.82
H64 -17.26 33.22 -22.20
H65 -17.29 32.68 -23.92
H66 -16.67 34.30 -23.42
H67 -15.08 33.59 -21.30
H68 -13.95 33.85 -22.56
H69 -14.50 31.07 -21.30
H70 -13.41 32.23 -20.59
H71 -13.03 31.33 -23.35
H72 -12.29 29.44 -22.10
H73 -11.89 30.49 -20.78
H74 -9.97 31.39 -22.13
H75 -10.58 30.47 -23.61
H76 -8.94 28.41 -20.51
H77 -10.22 29.42 -20.19
H78 -8.68 30.21 -20.53
C32 -9.60 24.28 -13.06
O12 -10.41 24.55 -14.19
C33 -10.64 25.94 -14.34
C34 -11.32 26.13 -15.68
N6 -12.52 25.31 -15.78
C35 -12.65 24.66 -17.11
C36 -11.83 23.37 -17.27
O13 -12.49 22.26 -16.69
C37 -11.60 21.21 -16.45
H79 -8.78 24.98 -12.94
H80 -9.21 23.27 -13.13
H81 -10.19 24.35 -12.14
H82 -9.69 26.49 -14.34
H83 -11.20 26.35 -13.48
H84 -10.58 25.87 -16.45
H85 -11.55 27.19 -15.79
H86 -12.29 24.52 -15.17
H87 -12.46 25.40 -17.88
H88 -13.72 24.44 -17.17
H89 -10.82 23.50 -16.87
H90 -11.72 23.23 -18.35
H91 -11.04 20.92 -17.34
H92 -12.16 20.37 -16.02
H93 -10.93 21.47 -15.62
C38 -5.85 27.30 -20.27
O14 -5.66 28.39 -19.39
C39 -4.63 28.21 -18.44
C40 -4.10 29.57 -17.98
N7 -3.36 29.39 -16.75
C41 -3.25 30.62 -15.98
C42 -2.35 30.40 -14.76
O15 -1.03 30.42 -15.25
C43 -0.07 29.99 -14.31
H94 -4.88 27.22 -20.76
H95 -6.63 27.55 -20.99
H96 -6.21 26.41 -19.74
H97 -3.76 27.73 -18.91
H98 -4.96 27.56 -17.63
H99 -4.95 30.26 -17.95
H100 -3.44 30.00 -18.75
H101 -2.43 29.05 -16.94
H102 -4.22 30.97 -15.63
H103 -2.76 31.41 -16.57
H104 -2.56 29.44 -14.27
H105 -2.51 31.21 -14.03
H106 -0.32 29.06 -13.79
H107 0.06 30.79 -13.55
H108 0.91 29.96 -14.79

Results of the Löwdin charge analysis, in e, for atoms 1 through 99: Cu 0.3759; C -0.2809; O -0.3763; H 0.0447; H 0.0477; H 0.0457; C -0.1040; O -0.1912; C -0.2473; C -0.2021; N -0.0721; C -0.1944; C -0.2101; O -0.2192; C -0.1066; H 0.0891; H 0.1012; H 0.0386; H 0.1057; H 0.1189; H 0.1199; H 0.1222; H 0.1136; H 0.1142; H 0.1195; H 0.1214; H 0.1132; H 0.0865; H 0.0841; H 0.0859; C -0.0638; O -0.2470; C -0.2091; C -0.1654; N -0.0343; C -0.1892; C -0.2051; O -0.2034; C -0.1059; H 0.0944; H 0.0865; H 0.0827; H 0.1265; H 0.1241; H 0.1058; H 0.1224; H 0.1157; H 0.0839; H 0.1179; H 0.1266; H 0.1183; H 0.0889; H 0.0870; H 0.0869; C -0.0975; O -0.1958; C -0.2071; C -0.1792; N -0.0424; C -0.1546; C -0.2043; O -0.1833; C -0.1147; H 0.0618; H 0.0957; H 0.0923; H 0.1183; H 0.1080; H 0.0849; H 0.0942; H 0.1034; H 0.1288; H 0.1113; H 0.1297; H 0.1160; H 0.0798; H 0.0816; H 0.0849; C -0.1030; O -0.1924; C -0.1872; C -0.1847; N -0.0604; C -0.1843; C -0.2030; O -0.2007; C -0.1122; H 0.0529; H 0.0935; H 0.0796; H 0.1065; H 0.1214; H 0.1080; H 0.0863; H 0.0465; H 0.1039; H 0.0968; H 0.1150; H 0.1117

=====

Entry 6:
2 unconnected molecules or ions with the total composition C3H10N5, computed with ωB97M-V/def2-TZVPD.

Results
- Kohn-Sham gap (Ha) = 0.25886
- total charge = +1
- HOMO (eV) = -11.835
- ΔE to the lowest compared entry with this formula, charge and spin (kJ/mol) = 546.3

Element x y z (Å)
C1 2.46 -0.41 0.49
C2 2.98 0.55 -0.52
C3 -1.81 1.13 0.23
N1 1.20 -2.25 -0.40
N2 -1.96 -1.20 0.15
N3 -1.53 -2.43 -0.05
N4 -1.29 -0.16 0.08
N5 1.66 -1.26 0.02
H1 2.66 -0.30 1.64
H2 3.30 -0.04 -1.41
H3 3.64 1.16 -0.10
H4 2.10 1.17 -1.01
H5 -1.50 1.61 1.15
H6 -1.40 1.79 -0.65
H7 -2.89 1.15 0.18
H8 -0.50 -2.49 -0.19
H9 -2.88 -1.24 0.55
H10 -2.26 -3.11 -0.01

In the natural (NBO) picture, each atom carries the following charge in e: C -0.1209; C -0.6214; C -0.4812; N -0.1422; N 0.0561; N -0.5494; N -0.0914; N 0.0403; H 0.2591; H 0.2340; H 0.2322; H 0.2142; H 0.2603; H 0.2660; H 0.2072; H 0.4287; H 0.3903; H 0.4181

=====

Table of F_max (eV Å⁻¹), in record order: 4.9, 9.5, 0.5, 6.2, 2.5, 5.7